19
Properties=species:S:1:pos:R:3 method="wB97M-V/def2-TZVPD" relative_energy_kj_mol=29.6 smiles=CCC.CC multiplicity=1 gap_ev=12.1873 molar_mass_g_mol=74.2 homo_energy_ev=-11.1 total_energy_ha=-198.87789 max_force_ev_per_a=0.936 lumo_energy_ev=1.133
C 0.14 -0.42 2.50
C -0.57 1.59 1.08
C -0.87 0.16 1.51
C 0.38 -0.66 -1.72
C 0.81 -0.66 -3.18
H -0.04 -1.63 -1.44
H 0.29 -1.50 2.37
H -0.24 -0.33 3.52
H -1.87 0.08 1.95
H -0.46 0.01 -1.55
H 0.32 -1.42 -3.79
H 0.73 0.33 -3.62
H -0.45 2.21 1.97
H -0.98 -0.54 0.68
H 1.10 0.10 2.54
H 0.40 1.62 0.57
H -1.39 1.96 0.47
H 1.19 -0.34 -1.08
H 1.88 -0.86 -3.29